Record 1
Molecular formula: C37H55IrP2Se2SiTe2
Method: DFT, ωB97M-V/def2-TZVPD

## Properties
**HOMO (spin up / spin down)**: -8.79 / -9.88 eV

Structure (ORCA input):
```
! wB97M-V def2-TZVPD RIJCOSX def2/J DEFGRID3
* xyz 1 2
Ir -0.14978 0.53142 -0.04623
C -0.55193 -3.10464 0.02772
Si -0.72556 -1.48944 0.94178
C -2.53574 -1.21986 1.42296
C -3.12338 -1.94985 2.45618
C -4.46277 -1.78064 2.77649
C -5.24520 -0.91288 2.02726
C -4.68121 -0.19230 0.98391
C -3.31905 -0.30095 0.71270
P -2.42633 0.58919 -0.60952
C -3.22583 -0.18187 -2.10729
C -2.74215 0.33766 -3.46710
C -1.30682 -0.07749 -3.77022
C -1.06329 -1.57418 -3.48578
C -2.37127 -2.32398 -3.24226
C -3.17768 -1.72908 -2.08392
C -2.93020 2.36904 -0.84838
C -1.71812 3.28031 -0.64210
C -2.03188 4.74269 -0.94888
C -3.21862 5.22228 -0.11869
C -4.43108 4.33466 -0.37709
C -4.13814 2.86945 -0.05066
C 0.37963 -1.57459 2.44386
C 0.89006 -2.74818 2.99479
C 1.84508 -2.69653 4.00138
C 2.30320 -1.47013 4.46242
C 1.79654 -0.29213 3.93298
C 0.83077 -0.34625 2.93477
P 0.05136 1.11763 2.18390
C 1.24524 2.51717 2.36824
C 1.04305 3.56648 1.26542
C 2.20924 4.56145 1.22980
C 2.72128 4.90741 2.63754
C 1.62910 4.68068 3.67509
C 1.27738 3.19082 3.76474
C -1.42182 1.35103 3.27532
C -2.12485 2.70848 3.16695
C -3.53755 2.59180 3.75823
C -3.56909 1.71196 5.02290
C -2.19549 1.64845 5.68089
C -1.18431 0.96227 4.75516
H -0.99986 -3.90090 0.63107
H 0.50199 -3.33378 -0.12249
H -1.03665 -3.11141 -0.94554
H -2.52651 -2.65708 3.02359
H -4.90084 -2.33514 3.59646
H -6.29751 -0.79760 2.25187
H -5.31598 0.45477 0.39653
H -4.25458 0.16219 -1.94702
H -2.83914 1.42158 -3.54140
H -3.41760 -0.07344 -4.22171
H -0.63228 0.52645 -3.16108
H -1.07794 0.16034 -4.80964
H -0.41061 -1.68158 -2.61417
H -0.53854 -2.03307 -4.32486
H -2.16976 -3.37486 -3.02343
H -2.96622 -2.31145 -4.15824
H -2.75805 -2.07563 -1.14116
H -4.19591 -2.12089 -2.11180
H -3.19264 2.43106 -1.90892
H -0.88564 2.94423 -1.27496
H -1.39815 3.20098 0.39393
H -2.26626 4.85217 -2.01282
H -1.14755 5.35334 -0.75278
H -3.45270 6.26093 -0.35627
H -2.95960 5.18923 0.94623
H -4.70890 4.41581 -1.43357
H -5.29087 4.67134 0.20443
H -5.02378 2.27659 -0.27815
H -3.94233 2.76351 1.01802
H 0.55990 -3.71234 2.62556
H 2.24549 -3.61274 4.41554
H 3.05971 -1.42914 5.23496
H 2.16505 0.65575 4.30115
H 2.20611 2.02866 2.16841
H 0.10145 4.09377 1.43707
H 0.96414 3.07650 0.29057
H 1.87906 5.46774 0.71866
H 3.01966 4.14145 0.63036
H 3.07038 5.93931 2.66612
H 3.58136 4.28084 2.89170
H 0.74255 5.26834 3.41835
H 1.95599 5.02303 4.65767
H 0.32778 3.07594 4.28107
H 2.03067 2.70025 4.38394
H -2.11317 0.61924 2.85196
H -2.19221 3.03299 2.12921
H -1.56113 3.47823 3.69681
H -4.20606 2.15874 3.00937
H -3.91633 3.59159 3.98019
H -3.87899 0.69531 4.76104
H -4.31112 2.09334 5.72445
H -2.24773 1.10142 6.62302
H -1.85983 2.66030 5.92770
H -1.28234 -0.12248 4.84565
H -0.17141 1.20098 5.08019
Se 1.74332 0.23837 -1.38335
Te 2.63306 -2.12726 -1.78401
Te 4.67224 -1.95290 0.04283
Se 3.99248 -0.02633 1.21305
*
```

=====

Record 2
Molecular formula: C37H56BO24PS6Si
Method: DFT, ωB97M-V/def2-TZVPD

## Properties
**Structure (SMILES)**: CCCOc1c2c(c(S)c(B(O)CC)c1[Si](C)(C)C)C(=O)C(P(C)C)=C(Cc1ccccc1)C2=O.O=S1(=O)OCCO1.O=S1(=O)OCCO1.O=S1(=O)OCCO1.O=S1(=O)OCCO1.O=S1(=O)OCCO1
**Energy relative to the best compared isomer or geometry (same formula, charge and spin)**: 315.40 kcal/mol
**HOMO**: -7.16 eV

Structure (ORCA input):
```
! wB97M-V def2-TZVPD RIJCOSX def2/J DEFGRID3
* xyz 0 1
C 3.53602 -3.76790 3.72459
C 3.49087 -3.30456 2.15256
C 2.24508 -2.26910 1.78889
O 1.18260 -3.09634 1.19661
C 0.50094 -2.42219 0.08080
C 1.33908 -2.19231 -1.33859
C 0.66690 -1.44442 -2.67505
C -0.88666 -0.93545 -2.55259
S -1.61764 -0.05872 -4.07709
C -1.74368 -1.15781 -1.13679
B -3.30069 -0.55467 -1.16568
O -4.37618 -1.54452 -1.43060
C -3.67461 1.04711 -0.94140
C -4.60439 1.50737 -2.22557
C -1.07888 -1.88965 0.21221
Si -2.14605 -2.03978 1.81351
C -2.39387 -0.19899 2.45332
C -1.27736 -2.97400 3.27050
C -3.87067 -2.85926 1.56660
C 1.63074 -1.22905 -4.02525
O 1.19673 -1.34371 -5.28302
C 3.23108 -0.90105 -3.66553
P 4.18411 0.34621 -4.75374
C 5.63988 -0.44977 -5.69938
C 2.97005 1.26970 -5.90760
C 3.83828 -1.59338 -2.45836
C 5.41759 -1.26297 -2.02097
C 5.54881 0.32994 -1.52798
C 4.24557 1.32694 -1.30605
C 4.34798 2.92039 -0.86486
C 5.81092 3.62613 -0.61233
C 7.14687 2.63994 -0.77595
C 7.03398 1.03269 -1.22106
C 2.93612 -2.65203 -1.52945
O 3.45774 -3.77732 -1.03311
H 4.35098 -4.63666 3.80511
H 2.51364 -4.26557 4.00623
H 3.85246 -2.87241 4.41243
H 4.50546 -2.78148 1.81559
H 3.28470 -4.29539 1.51998
H 1.82345 -1.78378 2.78277
H 2.67053 -1.45340 1.05844
H -2.74192 -0.81666 -4.50802
H -5.15457 -1.29891 -0.83214
H -4.35982 1.15558 0.02280
H -2.73894 1.74681 -0.85887
H -5.68226 1.05299 -2.13949
H -4.13805 1.06983 -3.22421
H -4.65728 2.67420 -2.38234
H -2.49107 0.56712 1.57364
H -3.30016 -0.22315 3.19316
H -1.37344 0.05291 3.01435
H -0.33160 -2.34446 3.62747
H -0.90545 -4.03149 2.88398
H -2.06145 -3.04411 4.14410
H -4.59806 -1.99926 1.17598
H -4.26699 -3.19255 2.63361
H -3.74384 -3.74233 0.80961
H 6.26460 -1.16976 -5.01164
H 5.23183 -1.03279 -6.62977
H 6.34334 0.44406 -6.04820
H 2.01386 1.57226 -5.26042
H 2.59971 0.62446 -6.81680
H 3.42734 2.27327 -6.29865
H 5.65837 -1.90049 -1.04217
H 6.19043 -1.52682 -2.85949
H 3.13509 0.91854 -1.46205
H 3.33505 3.54428 -0.76669
H 5.86110 4.76359 -0.33472
H 8.18326 3.17554 -0.57216
H 8.02300 0.37322 -1.32152
O 4.34059 4.77553 2.20683
S 4.48199 6.04023 1.52006
O 3.96382 6.27743 0.19279
O 6.05742 6.45893 1.54483
C 6.20366 7.72231 2.19111
C 5.04291 7.81225 3.17818
O 3.93452 7.21871 2.50591
H 6.13425 8.50494 1.42873
H 7.17488 7.78571 2.68909
H 4.81554 8.84283 3.46098
H 5.24558 7.22409 4.07947
O -2.85941 1.09870 5.38610
S -2.71801 2.36340 4.69933
O -3.23618 2.60060 3.37206
O -1.14258 2.78210 4.72410
C -0.99634 4.04548 5.37037
C -2.15709 4.13542 6.35745
O -3.26548 3.54188 5.68518
H -1.06575 4.82811 4.60799
H -0.02512 4.10888 5.86835
H -2.38446 5.16600 6.64024
H -1.95442 3.54726 7.25873
O 9.48582 -2.80208 -4.24023
S 8.64880 -3.06536 -5.38967
O 8.49157 -2.13056 -6.47955
O 7.16925 -3.49210 -4.85421
C 6.84406 -4.79291 -5.34139
C 8.18077 -5.50845 -5.51730
O 9.07515 -4.51285 -6.00887
H 6.32906 -4.67843 -6.30067
H 6.18808 -5.31100 -4.63673
H 8.11580 -6.34678 -6.21497
H 8.56678 -5.86423 -4.55618
O -7.01418 -1.93958 2.85881
S -7.85120 -2.20286 1.70937
O -8.00843 -1.26806 0.61949
O -9.33075 -2.62960 2.24483
C -9.65594 -3.93041 1.75765
C -8.31923 -4.64595 1.58174
O -7.42485 -3.65035 1.09016
H -10.17094 -3.81593 0.79837
H -10.31192 -4.44850 2.46231
H -8.38420 -5.48428 0.88407
H -7.93322 -5.00173 2.54286
O -8.01911 1.84679 0.87794
S -9.26573 1.19640 1.21570
O -9.36404 -0.21556 1.50398
O -10.36124 1.56931 0.06735
C -11.47930 2.21909 0.66978
C -10.92547 2.92001 1.90740
O -9.95496 2.02252 2.44163
H -12.21093 1.45266 0.94517
H -11.93614 2.92137 -0.03263
H -11.70086 3.13422 2.64676
H -10.41334 3.84970 1.63771
*
```

=====

Record 3
Molecular formula: C37H57BaBrCl2N9O4PS5SbSi
Method: DFT, ωB97M-V/def2-TZVPD

## Properties
**HOMO (spin up / spin down)**: 1.74 / -2.25 eV

Structure (ORCA input):
```
! wB97M-V def2-TZVPD RIJCOSX def2/J DEFGRID3
* xyz -2 2
Ba -0.09251 2.98388 0.79322
C 4.37119 -2.86062 -1.60468
N 3.36509 -2.45312 -0.68148
C 2.53749 -3.22932 0.09332
C 1.80029 -2.35242 0.84222
N 2.13299 -1.07992 0.56542
C 3.07939 -1.14242 -0.35848
P 3.96549 0.23168 -1.09448
C 2.68099 1.09148 -2.06658
N 1.44949 1.45538 -1.74268
C 0.83819 1.77418 -2.90528
C 1.67779 1.57858 -3.96398
N 2.85079 1.12828 -3.43298
C 4.04679 0.81868 -4.15538
C 3.92059 1.22998 0.44172
N 2.87939 1.74558 1.06112
C 3.28679 2.01288 2.32112
C 4.58819 1.63958 2.49032
N 4.98999 1.13598 1.28802
C 6.28239 0.63348 0.93972
H 4.35399 -3.94162 -1.73518
H 4.20669 -2.37562 -2.57268
H 5.36489 -2.56122 -1.24968
H 2.55799 -4.30142 0.05152
H 1.03639 -2.55982 1.56542
H -0.15941 2.15408 -2.92008
H 1.54109 1.70798 -5.01958
H 3.97699 1.22028 -5.16708
H 4.90889 1.26078 -3.65218
H 4.19499 -0.26762 -4.21138
H 2.62209 2.46948 3.01932
H 5.24729 1.68918 3.33392
H 6.99999 0.88698 1.71842
H 6.24709 -0.45472 0.81682
H 6.61059 1.07168 -0.00468
Cl -2.38421 1.42368 -0.52028
C -2.50411 0.84228 -2.18268
Cl -1.41931 -0.51932 -2.45698
H -2.21951 1.64678 -2.86008
H -3.52181 0.49828 -2.35708
N 0.18169 0.12198 3.09872
C 0.48619 0.93418 4.25622
C 0.18749 2.40888 3.95752
O -0.30251 3.08288 4.86402
O 0.46359 2.80588 2.80942
H 0.46419 -0.83962 3.25692
H 0.72689 0.44988 2.30442
H 1.53889 0.87818 4.58022
H -0.14401 0.62638 5.09572
S -4.49181 1.96978 4.13322
Sb -2.25601 2.10768 2.94552
S -4.55051 1.06078 2.30472
S -2.42571 4.10378 1.87332
O -2.24301 4.01128 -3.12328
C -1.61401 5.07458 -3.65878
C -2.16441 5.70818 -4.76698
C -1.53731 6.80508 -5.33688
C -0.34591 7.27278 -4.79908
C 0.21809 6.64448 -3.70698
C -0.39691 5.53858 -3.11248
C 0.17609 4.86698 -1.93658
O -0.49581 3.96678 -1.30148
N 1.39969 5.23298 -1.61948
N 1.95859 4.64878 -0.54488
C 3.07309 5.21368 -0.24208
S 3.60639 6.61508 -1.22068
C 5.01009 7.03428 -0.07908
C 4.77799 6.35738 1.25092
S 4.27349 4.61678 0.85892
H -1.71481 3.84318 -2.27118
H -3.09741 5.32888 -5.15838
H -1.98641 7.29848 -6.19128
H 0.13379 8.14068 -5.23418
H 1.14499 6.99408 -3.28068
H 5.03779 8.11958 0.00542
H 5.93019 6.67508 -0.54128
H 3.95619 6.81778 1.80052
H 5.67789 6.31978 1.86242
C -1.28481 -4.19132 -1.28778
C -2.69161 -4.47142 -0.74778
C -3.66351 -3.79182 -1.71678
C -2.93461 -5.98212 -0.80918
Si -2.92101 -3.75452 1.05932
Br -1.97881 -1.72522 0.96742
C -4.78551 -3.47132 1.57002
C -5.40371 -2.30172 0.79662
C -5.63821 -4.72052 1.32612
C -4.90351 -3.08442 3.04692
C -1.88941 -4.72872 2.41882
C -2.63571 -5.95422 2.95512
C -0.54301 -5.22122 1.88002
C -1.56771 -3.79582 3.59122
H -1.20981 -4.55942 -2.31258
H -0.51421 -4.67912 -0.70048
H -1.07601 -3.12602 -1.30858
H -3.44781 -4.10522 -2.73968
H -3.55171 -2.71162 -1.67558
H -4.69601 -4.05862 -1.50178
H -2.85971 -6.32582 -1.84308
H -3.92191 -6.24762 -0.43788
H -2.19501 -6.52522 -0.22498
H -5.39061 -2.44952 -0.27718
H -4.89951 -1.36472 1.02262
H -6.44361 -2.18192 1.10322
H -5.66671 -4.97742 0.27042
H -6.66371 -4.53512 1.64572
H -5.26561 -5.57972 1.87912
H -4.34291 -2.17512 3.24822
H -4.56361 -3.87242 3.71522
H -5.94741 -2.87692 3.28672
H -2.92951 -6.62512 2.14992
H -3.52741 -5.67302 3.50782
H -1.98841 -6.50682 3.63912
H -0.66771 -5.98132 1.11352
H 0.03819 -5.66182 2.69232
H 0.03379 -4.40032 1.46932
H -2.45881 -3.34712 4.01522
H -0.90841 -2.99252 3.27382
H -1.06261 -4.35372 4.38142
*
```

=====

Record 4
Molecular formula: C37H57F6NO17P
Method: DFT, ωB97M-V/def2-TZVPD

## Properties
**Energy relative to the best compared isomer or geometry (same formula, charge and spin)**: 878.29 kcal/mol
**HOMO**: -5.43 eV

Structure (ORCA input):
```
! wB97M-V def2-TZVPD RIJCOSX def2/J DEFGRID3
* xyz -1 1
P -0.41587 -0.31016 0.16392
F -0.62571 -1.19568 -1.21968
F 0.99033 0.29002 -0.45633
F -1.21449 1.00354 -0.50550
F -0.13576 0.41533 1.55019
F -1.85767 -0.82370 0.74795
F 0.27562 -1.67745 0.64857
O -5.04487 2.12383 -2.92685
C -4.28303 1.28609 -2.56312
O -3.05865 1.16880 -3.10619
C -2.32186 0.01155 -2.64453
C -3.13430 -0.44073 -1.45290
C -4.56026 0.06397 -1.66212
H -1.31187 0.35649 -2.42311
H -2.33921 -0.80453 -3.36690
H -2.80892 0.06075 -0.54145
H -3.01294 -1.50254 -1.23859
H -4.99960 0.40040 -0.72302
H -5.27137 -0.55210 -2.21246
O 1.23347 3.20812 3.97174
C 1.14213 3.10063 2.72425
O 2.11241 2.52712 2.04315
C 1.63857 2.14311 0.78308
C 0.47948 3.04645 0.47566
C 0.00011 3.44304 1.85696
H 1.53609 1.05849 0.81785
H 2.47258 2.38037 0.12260
H -0.37860 2.57063 0.00091
H 0.74329 3.88022 -0.17500
H -0.87188 2.87232 2.17634
H -0.45219 4.43404 1.89518
O -1.13642 0.47609 -4.29099
C -0.08911 -0.13436 -4.16735
O 0.44878 -0.76208 -5.15469
C 1.52984 -1.53295 -4.80732
C 1.63508 -1.52610 -3.28665
C 0.70359 -0.47363 -2.88943
H 2.49710 -1.18261 -5.16756
H 1.42044 -2.55694 -5.16449
H 2.60806 -1.35223 -2.82710
H 1.44186 -2.55143 -2.97127
H 1.20936 0.41964 -2.52287
H -0.04423 -0.78847 -2.16160
O -1.44714 5.07898 -0.32976
C -2.25425 4.25817 0.10936
O -2.83848 4.32985 1.29460
C -3.42751 3.17309 1.84094
C -3.47408 2.23632 0.60147
C -2.55919 2.85507 -0.43229
H -4.35148 3.27435 2.41026
H -2.66436 2.91940 2.57670
H -4.45842 2.14388 0.14253
H -3.14920 1.21789 0.81445
H -3.04903 3.01272 -1.39318
H -1.61391 2.33176 -0.57616
O 2.27562 -2.86190 2.66863
C 2.24714 -2.80276 1.46982
O 1.44911 -3.56415 0.64097
C 1.48348 -3.26258 -0.69436
C 2.41524 -2.01472 -0.76833
C 3.03749 -1.89980 0.57845
H 0.48328 -3.02603 -1.05733
H 1.90203 -4.12123 -1.21937
H 1.82535 -1.10359 -0.86819
H 3.03183 -2.23169 -1.64060
H 3.02251 -0.86509 0.92086
H 4.02849 -2.32799 0.72898
O 4.73926 -0.26023 1.87279
C 4.53338 0.00736 0.71874
O 4.93792 -0.75465 -0.24035
C 4.43375 -0.23305 -1.48111
C 3.40463 0.81795 -1.09918
C 3.78149 1.21890 0.28441
H 3.96212 -1.09299 -1.95667
H 5.19487 0.31584 -2.03565
H 2.41120 0.36950 -1.10857
H 3.32827 1.61647 -1.83716
H 2.93235 1.38774 0.94664
H 4.43600 2.08932 0.33023
O 0.24534 -1.92959 5.10902
C 0.85184 -1.12628 4.40165
O 1.58739 -0.11273 5.04388
C 2.08916 0.76011 4.05030
C 1.96008 -0.02090 2.74824
C 0.66022 -0.84335 2.87018
H 3.10615 1.12223 4.20103
H 1.49914 1.67628 4.02570
H 2.87315 -0.60597 2.63824
H 1.88435 0.61943 1.86942
H 0.68689 -1.75127 2.26761
H -0.25756 -0.27219 2.73033
O -3.94152 -4.19121 4.08655
C -2.97087 -3.78590 3.43822
O -2.62471 -2.47723 3.44335
C -1.44083 -2.16368 2.80790
C -0.83594 -3.51320 2.43889
C -1.98753 -4.50818 2.59984
H -0.87094 -1.67212 3.59637
H -1.61553 -1.61097 1.88481
H -0.06901 -3.75295 3.17539
H -0.41668 -3.52963 1.43288
H -1.65830 -5.49379 2.92890
H -2.44531 -4.67582 1.62494
C -2.96731 -2.91952 0.20135
O -1.86501 -2.50661 -0.68055
H -3.64323 -2.06762 0.27558
H -3.54508 -3.72159 -0.25796
H -2.60115 -3.15424 1.20083
H -1.36614 -1.76256 -0.33542
N 0.05617 1.69815 -1.73530
C 1.30460 2.10146 -2.10757
C 1.13535 3.11149 -3.08680
C -0.22106 3.26298 -3.36051
C -0.84667 2.36910 -2.49718
H -0.16366 1.11787 -0.93840
H 2.19634 1.75577 -1.60589
H 1.96454 3.62621 -3.54931
H -0.59636 3.90188 -4.14623
H -1.90912 2.24090 -2.35163
*
```